Entry 1:
Density functional theory data (ωB97M-V with the def2-TZVPD basis set) for a cluster of 8 separate species, C12H35NO7S in total in a non-equilibrium geometry.

```
56
Properties=species:S:1:pos:R:3:forces:R:3:lowdin_charge:R:1
C 11.052620 -16.982985 -21.620894 0.612 -0.090 -1.066 -0.1330
O 11.915519 -18.184512 -21.593882 -1.624 1.075 1.051 -0.1325
H 10.845757 -16.742499 -22.663711 0.239 0.267 -0.072 0.0691
H 10.050394 -17.005878 -21.192957 0.122 -1.558 0.350 0.0699
H 11.435678 -16.102728 -21.104658 0.889 -0.142 -0.150 0.0651
H 12.593487 -18.136871 -22.271894 -0.227 0.450 -0.109 0.0613
C 17.168931 -16.107994 -20.278478 0.926 0.596 -0.742 -0.2024
O 16.480057 -16.375410 -19.120516 -1.183 -0.111 1.485 -0.1140
H 17.664809 -15.139026 -20.220916 0.038 0.020 0.347 0.0790
H 17.944814 -16.870425 -20.347691 0.114 0.008 -0.990 0.0814
H 16.476104 -16.002747 -21.113342 0.256 -0.479 -0.472 0.0779
H 15.995090 -17.183755 -19.302135 -0.166 -0.037 0.373 0.0781
C 14.896072 -14.664103 -8.531158 -0.564 -1.164 0.948 -0.1544
O 14.825150 -16.007720 -9.042117 0.114 0.755 -0.485 -0.1336
H 14.110730 -14.634518 -7.775868 0.078 0.557 0.361 0.0703
H 15.856658 -14.592425 -8.021032 -0.040 0.366 -0.302 0.0781
H 14.682347 -13.858404 -9.233500 0.428 -0.166 -0.352 0.0725
H 13.907867 -16.112953 -9.304996 -0.026 -0.365 -0.199 0.0662
C 5.840131 -14.273262 -15.844177 -0.447 -0.309 -0.712 -0.1409
O 5.628947 -14.821667 -17.175422 0.242 0.259 0.969 -0.1354
H 6.796954 -13.753042 -15.800282 -0.036 -0.027 0.209 0.0731
H 5.020327 -13.604223 -15.582616 0.066 0.284 -0.102 0.0686
H 5.798221 -15.073318 -15.105085 0.266 -0.162 -0.261 0.0741
H 6.079570 -14.228368 -17.780829 -0.090 -0.047 -0.104 0.0606
C 15.270105 -27.116376 -14.525708 0.268 0.222 -0.301 -0.1630
O 15.190327 -27.642222 -15.845960 0.023 -0.086 0.013 -0.1278
H 14.639319 -26.228006 -14.494278 -0.085 -0.129 0.189 0.0766
H 14.966593 -27.845581 -13.774538 -0.159 -0.011 0.005 0.0720
H 16.292101 -26.806105 -14.308116 0.036 0.088 0.152 0.0742
H 16.060864 -27.968541 -16.085304 -0.092 -0.082 -0.053 0.0679
C 10.764047 -8.830400 -10.949805 -0.093 -0.685 1.064 -0.1689
O 12.065610 -8.603414 -11.514780 -1.157 -0.115 0.256 -0.1108
H 10.126724 -9.520274 -11.502980 0.092 0.292 -0.601 0.0741
H 10.828680 -9.347334 -9.992365 0.757 -0.176 0.116 0.0682
H 10.191328 -7.956329 -10.639805 0.215 0.560 -0.784 0.0704
H 11.968647 -8.768220 -12.455541 0.186 0.123 -0.050 0.0669
N 9.331071 -26.262238 -13.198444 0.606 1.069 0.066 -0.0119
C 8.922344 -24.956634 -12.978007 -0.764 -0.726 1.970 -0.1254
C 9.176699 -24.668676 -11.613740 -0.073 -0.161 -1.809 -0.1057
C 9.920285 -25.756385 -11.089841 0.574 -0.319 -1.251 -0.1218
C 10.020070 -26.704667 -12.100977 -0.112 0.076 0.475 -0.1490
H 9.380423 -26.631764 -14.137115 0.019 -0.260 0.387 0.1434
H 8.259781 -24.521105 -13.711314 0.180 0.332 0.159 0.0964
H 8.847944 -23.801722 -11.059942 0.165 0.082 -0.241 0.0842
H 10.585957 -25.740749 -10.239525 -0.570 -0.206 0.364 0.0887
H 10.523511 -27.660040 -12.087155 -0.014 0.114 -0.127 0.1015
C 12.548356 -19.050232 -14.366230 0.187 1.143 -0.010 -0.2561
S 11.463713 -17.647105 -13.942940 -0.957 1.045 2.064 0.8136
O 11.442049 -17.521747 -12.419737 0.218 -0.390 -1.628 -0.5957
C 12.380213 -16.126333 -14.496402 0.696 -1.391 -0.744 -0.2432
H 12.414906 -19.231809 -15.432691 0.306 0.005 -0.005 0.0463
H 12.221729 -19.924120 -13.802551 -0.130 0.298 0.104 0.0547
H 13.551473 -18.735388 -14.078610 0.150 -0.424 -0.195 0.0482
H 13.441409 -16.286418 -14.305763 0.024 0.145 0.252 0.0427
H 12.042759 -15.194061 -14.043547 -0.370 -0.535 0.259 0.0525
H 12.269577 -16.078825 -15.579728 -0.114 0.122 -0.071 0.0376
```
Positions in Å, forces in eV/Å.

Output
LUMO in eV: 0.1951
Total charge: 0
ΔE to the lowest compared entry with this formula, charge and spin in kJ/mol: 347.5
DFT total energy in Eh: -1457.604293

=====

Entry 2:
Density functional theory data (ωB97M-V with the def2-TZVPD basis set) for a cluster of 9 separate species, H19O9 in total in a non-equilibrium geometry.

```
28
Properties=species:S:1:pos:R:3:forces:R:3:lowdin_charge:R:1
O -0.093814 1.511553 1.443170 -0.601 -1.653 -0.366 0.0027
H 0.091909 -2.304147 0.081073 0.885 -1.037 0.772 0.0617
H 0.744598 -1.134841 -3.717589 0.329 -1.129 -0.135 0.0851
O -1.361549 1.387591 -2.983200 0.692 -0.410 1.033 -0.0189
H -1.539875 2.324022 -2.868015 -0.192 0.033 -0.502 0.0745
O -1.772818 0.010213 3.218344 0.197 0.183 0.682 -0.0647
H -0.549268 0.824574 -1.497599 -0.015 0.326 0.122 0.0298
H -1.023352 0.173772 3.811289 0.649 0.067 -0.720 0.0275
O 0.096761 0.461696 -0.861837 -0.263 -0.841 1.155 -0.0604
H -2.371742 -0.292802 3.899572 -1.025 -0.238 -0.229 0.0474
H -1.703896 1.014498 -3.786545 -0.537 0.340 -0.570 0.0668
O 1.436700 -2.979774 0.910912 -0.793 0.379 -0.692 -0.0087
H -0.333926 -2.428022 -1.437483 0.134 0.974 0.205 0.1386
H 2.310766 -2.617846 1.065556 0.126 -0.317 0.369 0.0789
O -0.522472 -1.964119 -0.582955 -0.631 0.149 0.292 0.1674
H -0.274444 -0.909914 -0.539347 -0.071 0.271 -1.581 0.0988
H 1.158228 -3.626570 1.560447 0.525 -0.078 0.382 0.0809
O 0.934358 -0.310501 3.319186 -0.526 0.721 0.722 -0.0411
H -0.231004 2.411517 1.667206 0.077 1.575 0.245 0.0816
H 1.490445 -0.982399 3.696670 0.435 -0.421 -0.371 0.0455
O 0.899099 3.259465 -1.301995 -1.078 0.353 0.645 -0.0431
H -0.005953 0.931944 0.034197 0.332 0.348 -1.006 0.0264
H 0.933616 -0.260779 2.364428 0.428 -0.280 -0.022 0.0110
O 0.238195 -1.429979 -2.944351 0.207 1.120 -1.103 -0.0380
H 1.036239 3.859935 -2.035584 0.535 -0.254 -0.149 0.0455
H 1.481151 2.505292 -1.309416 0.466 -0.064 -0.523 0.0250
H -0.973157 1.105900 1.559233 0.111 0.050 0.687 0.0682
H -0.094794 -0.540278 -2.765366 -0.395 -0.167 0.658 0.0116
```
Positions in Å, forces in eV/Å.

Output
LUMO in eV: -2.8236
Total charge: +1
ΔE to the lowest compared entry with this formula, charge and spin in kJ/mol: 179.4
DFT total energy in Eh: -688.308404

=====

| no. | molecular weight (g/mol) | Kohn-Sham gap (eV) |
| --- | --- | --- |
| 1 | 337.5 | 8.35 |
| 2 | 163.1 | 11.30 |